[1]
18
Properties=species:S:1:pos:R:3:mulliken_charge:R:1 method="wB97M-V/def2-TZVPD" relative_energy_kj_mol=0.00 e_homo_ev="-22.821 / -22.824" homo_lumo_gap_ev="6.7 / 8.0" total_charge=+3 largest_force_ha_per_bohr=0.17388 spin_multiplicity=6
O -0.300 1.617 -3.140 0.08
C -0.174 1.273 -2.036 0.13
Sm 0.147 0.554 0.217 1.88
O -0.575 -2.985 -1.905 0.04
C -0.415 -2.021 -1.314 0.19
C -2.146 1.519 0.719 0.00
O -3.207 1.938 0.916 0.10
C -0.301 -1.118 1.918 0.17
O -0.483 -1.945 2.714 0.06
C 4.727 -0.247 0.534 -1.40
C 3.268 -0.673 0.532 0.02
O 2.428 0.501 0.124 -0.47
H 5.093 -0.097 -0.485 0.43
H 5.342 -1.055 0.965 0.37
H 4.895 0.672 1.131 0.42
H 3.021 -1.438 -0.213 0.31
H 2.883 -0.974 1.505 0.30
H 3.045 1.205 -0.120 0.36

[2]
14
Properties=species:S:1:pos:R:3:mulliken_charge:R:1 method="wB97M-V/def2-TZVPD" relative_energy_kj_mol=470.34 e_homo_ev="-8.510 / -8.515" homo_lumo_gap_ev="7.3 / 7.3" total_charge=0 largest_force_ha_per_bohr=0.06858
C -1.320 -0.374 0.791 -0.38
C -0.059 -0.579 1.143 -0.54
C 0.827 -0.093 0.057 -0.39
C 0.096 -0.276 -1.262 -0.52
C -1.225 0.215 -0.523 -0.41
C 0.079 1.061 -0.611 -0.36
H -2.194 -0.655 1.371 0.45
H 0.273 -1.008 2.004 0.61
H 1.875 -0.199 0.013 0.43
H 0.435 -0.588 -2.249 0.36
H -2.104 0.455 -1.019 0.46
H 0.347 2.162 -0.942 0.29
O 2.581 3.163 3.016 -0.28
S 1.286 2.697 3.391 0.27

[3]
14
Properties=species:S:1:pos:R:3:mulliken_charge:R:1 method="wB97M-V/def2-TZVPD" relative_energy_kj_mol=182.08 e_homo_ev=-7.579 homo_lumo_gap_ev=8.5 total_charge=0 largest_force_ha_per_bohr=0.05161
C 1.136 1.757 -3.599 -1.03
C 0.747 1.148 -2.324 0.17
C 0.386 0.614 -1.316 -0.24
C 0.013 -0.007 -0.081 0.26
C -1.277 -0.113 0.406 -0.20
S -1.266 -1.011 1.912 -0.15
C 0.505 -0.752 2.019 -0.25
O 1.000 -0.547 0.687 -0.37
H 0.816 1.219 -4.487 0.30
H 2.200 2.004 -3.608 0.29
H 0.654 2.744 -3.593 0.28
H -2.167 0.188 -0.134 0.38
H 0.726 0.140 2.617 0.26
H 0.960 -1.624 2.485 0.30

[4]
13
Properties=species:S:1:pos:R:3:mulliken_charge:R:1 method="wB97M-V/def2-TZVPD" relative_energy_kj_mol=350.95 e_homo_ev="-7.899 / -7.901" homo_lumo_gap_ev="7.9 / 7.9" total_charge=0 largest_force_ha_per_bohr=0.07746
C 0.671 3.414 0.985 -0.11
C 1.358 2.410 0.894 -0.38
Si 1.556 0.641 1.115 0.15
C 1.628 -0.080 -0.499 -0.17
C 2.140 -0.623 -1.603 -0.35
H 0.290 4.327 0.824 0.42
H 1.333 0.257 2.540 -0.04
H 3.254 -0.796 -1.805 0.23
H 1.588 -0.539 -2.491 0.24
C -3.037 -1.848 0.530 -0.36
C -3.075 -0.724 0.094 -0.36
H -3.071 -2.918 0.551 0.32
H -2.955 0.132 -0.421 0.41

[5]
14
Properties=species:S:1:pos:R:3:mulliken_charge:R:1 method="wB97M-V/def2-TZVPD" relative_energy_kj_mol=464.19 e_homo_ev="-10.041 / -8.615" homo_lumo_gap_ev="9.3 / 5.2" total_charge=0 largest_force_ha_per_bohr=0.05538
C -1.044 1.399 0.352 -0.27
C -1.138 -0.061 0.887 -0.40
C 0.399 1.829 0.583 -0.25
C 0.348 -0.211 1.416 -0.31
C 1.248 0.493 0.525 -0.42
C 0.980 1.089 1.740 -0.24
Br -3.463 1.503 2.669 -0.06
H -1.182 1.613 -0.731 0.25
H -1.786 2.015 0.896 0.05
H -1.835 0.010 1.718 0.01
H -1.456 -0.772 0.124 0.31
H 0.716 2.679 -0.015 0.42
H 0.695 -1.093 1.857 0.45
H 1.999 0.283 -0.172 0.47

[6]
19
Properties=species:S:1:pos:R:3:mulliken_charge:R:1 method="wB97M-V/def2-TZVPD" relative_energy_kj_mol=432.03 e_homo_ev=-14.032 homo_lumo_gap_ev=9.0 total_charge=+1 largest_force_ha_per_bohr=0.10269
C -2.982 0.579 1.059 -0.12
C -1.394 -1.115 0.674 -0.28
C -1.562 0.173 0.829 0.62
C -0.619 1.232 0.662 0.36
C 0.784 0.865 0.337 -0.52
C 0.835 -0.438 -0.468 -0.22
N -4.135 0.622 1.089 -0.34
N -1.014 2.421 0.884 -0.62
N 0.353 -1.510 0.198 -0.50
N 2.154 -0.753 -1.056 -0.16
Br -0.149 -0.021 -2.394 -0.04
Br 0.294 -3.272 -0.584 0.07
H -2.131 -1.883 0.685 0.47
H 1.139 1.625 -0.331 0.57
H 1.379 0.796 1.349 0.26
H -0.264 3.138 0.735 0.27
H 1.953 -1.420 -1.739 0.39
H 2.874 -1.223 -0.438 0.37
H 2.485 0.183 -1.489 0.42

Copy entry 1 word for word.
18
Properties=species:S:1:pos:R:3:mulliken_charge:R:1 method="wB97M-V/def2-TZVPD" relative_energy_kj_mol=0.00 e_homo_ev="-22.821 / -22.824" homo_lumo_gap_ev="6.7 / 8.0" total_charge=+3 largest_force_ha_per_bohr=0.17388 spin_multiplicity=6
O -0.300 1.617 -3.140 0.08
C -0.174 1.273 -2.036 0.13
Sm 0.147 0.554 0.217 1.88
O -0.575 -2.985 -1.905 0.04
C -0.415 -2.021 -1.314 0.19
C -2.146 1.519 0.719 0.00
O -3.207 1.938 0.916 0.10
C -0.301 -1.118 1.918 0.17
O -0.483 -1.945 2.714 0.06
C 4.727 -0.247 0.534 -1.40
C 3.268 -0.673 0.532 0.02
O 2.428 0.501 0.124 -0.47
H 5.093 -0.097 -0.485 0.43
H 5.342 -1.055 0.965 0.37
H 4.895 0.672 1.131 0.42
H 3.021 -1.438 -0.213 0.31
H 2.883 -0.974 1.505 0.30
H 3.045 1.205 -0.120 0.36